{"formula": "C44H84N4O21", "method": "ωB97M-V with the def2-TZVPD basis set", "symbols": ["C", "C", "O", "C", "O", "O", "C", "H", "H", "H", "H", "H", "H", "H", "H", "C", "C", "O", "C", "O", "O", "C", "H", "H", "H", "H", "H", "H", "H", "H", "C", "C", "O", "C", "O", "O", "C", "H", "H", "H", "H", "H", "H", "H", "H", "C", "C", "O", "C", "O", "O", "C", "H", "H", "H", "H", "H", "H", "H", "H", "C", "C", "O", "C", "O", "O", "C", "H", "H", "H", "H", "H", "H", "H", "H", "C", "C", "O", "C", "O", "O", "C", "H", "H", "H", "H", "H", "H", "H", "H", "C", "C", "O", "C", "O", "O", "C", "H", "H", "H", "H", "H", "H", "H", "H", "C", "C", "C", "C", "N", "H", "H", "H", "H", "H", "H", "H", "C", "C", "C", "C", "N", "H", "H", "H", "H", "H", "H", "H", "C", "C", "C", "C", "N", "H", "H", "H", "H", "H", "H", "H", "C", "C", "C", "C", "N", "H", "H", "H", "H", "H", "H", "H"], "xyz": [[-30.02507, 11.30651, 12.97609], [-29.50077, 11.03872, 11.58005], [-28.29843, 11.77703, 11.44490], [-27.54302, 11.40402, 10.37702], [-27.72282, 10.54174, 9.60320], [-26.47950, 12.19776, 10.49299], [-25.48967, 12.03051, 9.49532], [-30.23057, 12.37607, 13.14639], [-29.38751, 10.92011, 13.76528], [-30.91833, 10.78696, 13.18074], [-30.20649, 11.28518, 10.79944], [-29.26357, 10.01195, 11.46505], [-25.63987, 12.71114, 8.68331], [-25.43012, 10.96375, 9.19451], [-24.61712, 12.34506, 10.00343], [-18.63211, 5.02689, 6.58723], [-17.92089, 6.33726, 6.61870], [-17.90959, 7.05621, 5.40230], [-18.98411, 7.73536, 5.01059], [-20.04523, 7.73821, 5.56241], [-18.67796, 8.49784, 3.97339], [-19.83196, 9.06793, 3.35271], [-18.33971, 4.50288, 5.67342], [-19.70869, 5.03052, 6.64123], [-18.33098, 4.25775, 7.33441], [-16.85802, 6.12106, 6.80068], [-18.32130, 6.98897, 7.45637], [-20.43763, 8.27883, 2.91651], [-19.38139, 9.66407, 2.56295], [-20.43060, 9.66682, 3.98359], [-24.85331, 6.47899, 4.43897], [-23.95465, 7.50652, 3.68706], [-24.72869, 8.76739, 3.74383], [-23.98886, 9.90003, 3.64923], [-22.78641, 9.92408, 3.60691], [-24.82065, 10.95332, 3.56377], [-24.26072, 12.28619, 3.67273], [-25.72201, 6.23314, 3.84749], [-25.12560, 6.91072, 5.38658], [-24.37385, 5.53017, 4.69257], [-23.86897, 7.25889, 2.60477], [-23.01709, 7.62595, 4.17437], [-23.81827, 12.45023, 4.63603], [-25.12123, 12.89070, 3.46415], [-23.44804, 12.38215, 2.97284], [-16.93758, 16.15531, 4.37648], [-16.15238, 15.76552, 5.61213], [-17.12157, 15.65242, 6.70388], [-16.86881, 14.67707, 7.56640], [-16.00943, 13.84850, 7.47031], [-17.74222, 14.64003, 8.56580], [-17.57232, 13.58015, 9.51414], [-17.41449, 17.06617, 4.67396], [-17.71120, 15.41002, 4.06519], [-16.43562, 16.35193, 3.48279], [-15.46187, 16.53079, 5.89136], [-15.64334, 14.82525, 5.52946], [-17.56026, 14.05414, 10.51914], [-16.61607, 13.08979, 9.24125], [-18.36430, 12.86854, 9.44411], [-22.79150, 12.35327, 12.79855], [-22.50213, 11.65524, 14.10659], [-22.95248, 10.28563, 13.98409], [-22.00894, 9.41174, 14.39651], [-20.92516, 9.71616, 14.86671], [-22.44580, 8.18678, 14.16247], [-21.52822, 7.11553, 14.55439], [-23.81845, 12.37576, 12.54866], [-22.23710, 11.83791, 11.96483], [-22.39834, 13.38104, 12.87788], [-23.06279, 12.03488, 15.00945], [-21.46202, 11.65009, 14.42143], [-21.73582, 6.39071, 13.77768], [-21.83271, 6.74972, 15.51456], [-20.45844, 7.40808, 14.58889], [-20.19120, 8.13444, 11.55945], [-19.83062, 9.32725, 10.70708], [-18.52333, 9.10304, 10.17424], [-18.19840, 9.79794, 9.12190], [-18.87815, 10.64829, 8.62338], [-17.01909, 9.37342, 8.68833], [-16.52813, 10.08367, 7.54781], [-21.22083, 8.26690, 11.88911], [-19.52691, 7.92285, 12.43746], [-20.17815, 7.22748, 10.96854], [-19.85028, 10.28765, 11.23906], [-20.59180, 9.36882, 9.87725], [-17.16440, 10.13396, 6.70358], [-15.70954, 9.43728, 7.32946], [-16.29288, 11.08774, 7.88857], [-25.89697, 9.69980, 12.42149], [-25.89288, 8.36280, 11.70088], [-24.58347, 7.85979, 11.26322], [-24.18497, 8.13602, 10.05588], [-24.81430, 8.84923, 9.28299], [-23.03394, 7.59179, 9.76240], [-22.69837, 7.74785, 8.33199], [-25.23546, 9.77421, 13.33222], [-26.89994, 9.85582, 12.70062], [-25.68298, 10.45502, 11.72008], [-26.59069, 8.41741, 10.83644], [-26.19977, 7.54580, 12.29496], [-21.65770, 7.63837, 8.15820], [-22.99077, 8.73807, 8.08147], [-23.29493, 7.03900, 7.73928], [-25.18451, 15.95630, 11.57397], [-23.99418, 16.80480, 11.13969], [-22.94882, 15.99578, 10.34189], [-23.41223, 15.42470, 9.05620], [-23.66500, 15.01942, 8.01935], [-25.94718, 16.63939, 11.88836], [-25.01573, 15.17611, 12.31278], [-25.63441, 15.33472, 10.76676], [-23.51767, 17.25622, 12.02536], [-24.24170, 17.61250, 10.46173], [-22.58864, 15.13757, 10.90939], [-22.07298, 16.61965, 10.14074], [-28.17406, 9.75818, 6.34602], [-27.28939, 8.48840, 6.38352], [-27.61804, 7.53671, 7.53450], [-28.99119, 7.14539, 7.60305], [-30.12221, 6.97554, 7.71702], [-28.02546, 10.28615, 7.25531], [-29.10337, 9.30791, 6.39278], [-28.05970, 10.34911, 5.45038], [-26.31162, 8.75403, 6.51748], [-27.29863, 7.91260, 5.47218], [-27.24787, 7.95167, 8.47774], [-27.01213, 6.62484, 7.40119], [-24.07131, 17.93357, 5.88564], [-22.77186, 17.72642, 6.78071], [-21.85635, 16.65333, 6.28645], [-21.09423, 17.26420, 5.18997], [-20.55476, 17.85729, 4.39759], [-23.81522, 18.05243, 4.82926], [-24.58388, 18.82601, 6.23846], [-24.73619, 17.09672, 6.02453], [-23.12876, 17.44771, 7.77580], [-22.29858, 18.67342, 6.96757], [-22.47178, 15.81831, 6.00797], [-21.16080, 16.32173, 7.08402], [-22.67742, 11.39576, 6.93905], [-21.26038, 11.73841, 6.40251], [-20.67345, 12.93132, 7.10963], [-20.76542, 12.85427, 8.56333], [-20.99857, 12.82155, 9.70233], [-23.09607, 10.65370, 6.25354], [-23.31239, 12.23872, 7.09521], [-22.59056, 10.95936, 7.98339], [-21.35835, 12.03951, 5.36220], [-20.54270, 10.90867, 6.48908], [-21.14683, 13.85290, 6.84878], [-19.63600, 12.91860, 6.74758]], "forces_ev_per_a": [[0.3741, 0.8297, 0.0568], [-0.3316, 0.2222, 1.0237], [-0.0642, -0.2807, -1.0553], [0.5706, 2.4727, 2.9988], [-0.7403, -1.5729, -1.4519], [-0.4272, 0.2067, -0.4897], [0.1299, -1.1021, -0.0412], [0.2560, -0.3748, -0.0760], [0.6501, 0.2541, -0.1080], [-1.4290, -0.6249, -0.2466], [-0.2237, 0.3221, -0.1895], [0.1179, -1.1847, -0.1277], [-0.3460, 0.2289, -0.6896], [0.0853, 0.8219, -0.0139], [1.3117, 0.0934, 0.2547], [-0.0120, -2.0415, -0.4443], [0.0869, 0.5411, 2.2047], [0.3361, 0.1688, -0.9747], [0.5743, 0.2806, 0.7130], [-0.9724, -0.3957, 0.5062], [0.1478, -0.4325, 0.1200], [0.8741, -0.1917, -1.4524], [-0.2201, 0.1495, -0.2974], [-0.3864, 0.4890, -0.1609], [0.1998, 1.0824, 0.0810], [-0.3206, 0.3739, 0.0434], [0.5412, -0.5604, -0.9673], [-0.1299, -0.0280, 0.0012], [-0.3236, 0.1145, -0.1165], [-0.4279, 0.5061, 0.8880], [0.9316, 0.2974, -0.5258], [-2.1625, -0.4882, -0.3334], [0.8870, 0.3753, -0.0328], [-0.7345, -0.4544, -0.3020], [0.0599, 0.4419, 0.1141], [0.3006, -0.6757, 0.5130], [0.1708, -1.3449, -0.4186], [-0.4093, 0.1245, -0.0230], [-0.3611, 0.2765, 0.2979], [0.4005, 0.1674, -0.3603], [0.2720, 0.1008, 0.8274], [0.8098, 0.2349, 0.1727], [-0.2020, 0.0760, 0.7398], [-0.0021, 0.6435, -0.0248], [0.0582, 0.2619, -0.6075], [-1.6362, -0.8519, 1.1829], [-0.7767, -0.5863, -0.5165], [0.0771, 0.1346, 0.1325], [-0.3675, -0.7372, 0.2390], [1.2884, -0.3917, -0.7368], [-1.0065, 1.0381, -0.2128], [1.4452, 0.3715, 0.4797], [-0.7846, 0.5829, -0.2344], [0.4809, 0.4623, 0.7171], [1.5821, 0.3008, -1.0872], [0.5162, 0.5180, 0.1879], [0.2867, -0.3751, -0.0560], [0.0935, -0.4233, -0.6622], [-0.5831, 0.1911, 0.7618], [-0.6142, -0.2409, -0.1353], [2.0906, -0.0380, -0.1737], [-1.1890, 0.2753, 1.1943], [1.1306, -0.5372, 0.3202], [0.5834, 0.6865, 0.0518], [-1.0038, -0.5997, -0.3117], [0.7154, -0.2874, 0.4784], [-0.0912, 0.4813, -0.7793], [-1.1922, 0.0174, -0.1217], [-0.4727, 0.5705, 0.7730], [-0.2081, -0.2898, -0.2074], [0.3191, 0.0905, -1.1091], [0.0377, 0.1344, -0.4682], [0.3268, -0.4051, 0.0965], [-0.1624, -0.1947, 0.5080], [-0.9008, 0.0990, -0.2021], [0.3733, -0.2014, 0.8610], [-1.0457, -0.1372, -0.3585], [-0.1051, -0.7684, 0.9100], [0.2297, -0.3088, -0.2038], [-0.2967, 0.7946, -0.7262], [-0.7820, 0.0050, -0.0816], [0.7497, -0.0573, 1.2396], [0.0030, -0.0313, 0.1989], [-0.4910, 0.6286, -0.7212], [-0.0076, -0.1718, -0.3350], [0.0095, -0.2558, -0.0939], [0.8854, 0.2177, 0.6170], [-1.1138, -0.1535, -0.5855], [1.1000, 0.3172, -0.6170], [0.4656, 0.0916, -0.3894], [1.5574, -1.3838, 0.8064], [0.1079, 0.1757, -1.0633], [-0.0181, -0.0926, 1.0619], [-1.5523, 1.7923, -1.1743], [0.0987, -0.4723, 0.2570], [1.3219, -0.8464, -0.8926], [-1.2535, -0.2471, 0.6986], [-0.6315, -0.2451, -1.1339], [-1.3646, 0.2335, 0.6307], [0.6735, 1.0010, -0.5830], [0.6960, -0.0043, 0.3530], [-0.5150, -0.6551, 0.9848], [0.9278, -0.4549, 0.3251], [-0.1500, 0.7085, -0.5127], [0.2890, 0.1343, 0.2733], [-0.4878, -0.5257, -1.1828], [0.6488, -0.9622, -0.2642], [0.1819, -0.3624, 0.2562], [0.4385, 0.7146, 1.2487], [-0.4565, -0.6097, -0.6313], [-0.6421, 0.0937, 0.5234], [0.5153, 0.4286, 0.5006], [0.3502, 0.7348, -0.0356], [0.0021, -0.2125, -0.3951], [-0.6659, 0.3162, 0.1470], [0.0810, -0.0607, 0.1458], [-0.0489, -0.0967, -0.1737], [1.6196, -1.6151, -0.1874], [-1.6779, 0.1329, -0.2319], [1.6839, -0.3692, -0.0769], [-1.1600, 0.3290, 0.5471], [0.0808, -0.2683, -0.1667], [0.1852, 0.8097, 0.5853], [-2.5699, -0.0862, -0.1725], [0.1457, 0.1637, -0.1167], [2.7731, 0.7267, 0.3702], [-0.3929, 0.0183, -0.5678], [-0.4825, 0.1207, 0.0338], [-0.1640, 0.1591, -0.0161], [1.5823, 0.1729, 0.8284], [-2.5825, 0.6295, 0.6137], [1.0381, 0.4557, 0.2210], [-1.2935, -1.9222, 1.8611], [1.4202, 1.3558, -2.0497], [-0.0487, -0.0015, 0.1232], [-0.0539, 0.0766, -0.1319], [-0.1888, -0.4034, -0.0929], [-0.0562, -0.0667, -0.1932], [0.5665, 0.4182, -0.3921], [0.0509, -0.5229, -0.4794], [-0.2399, 0.1504, -0.4988], [1.5558, -1.6697, 0.9247], [-1.4299, -0.0885, 0.3942], [1.3802, -0.4549, 0.0962], [-0.5518, -0.0827, 1.7993], [0.4202, 0.1263, -1.6309], [-0.3634, 0.0978, 0.3448], [-0.4565, 0.8393, -0.4193], [-0.0579, 0.1879, -1.2122], [0.1575, -0.2389, -0.2659], [-0.5378, 0.0465, -0.0824], [-0.3506, 0.6442, -0.4024], [0.0161, 0.6579, 0.6258]], "lowdin_charge": [-0.056, -0.222, 0.020, -0.625, 0.161, -0.025, -0.037, 0.090, 0.075, 0.058, 0.130, 0.107, 0.085, 0.086, 0.071, -0.081, -0.233, 0.038, -0.623, 0.127, 0.017, -0.033, 0.084, 0.067, 0.092, 0.131, 0.139, 0.100, 0.102, 0.050, -0.051, -0.143, 0.009, -0.580, 0.107, -0.004, -0.002, 0.073, 0.044, 0.078, 0.136, 0.094, 0.066, 0.095, 0.092, -0.057, -0.173, 0.043, -0.619, 0.094, -0.002, -0.025, 0.063, 0.097, 0.053, 0.119, 0.107, 0.111, 0.091, 0.035, -0.063, -0.205, 0.002, -0.599, 0.089, -0.007, -0.012, 0.046, 0.075, 0.079, 0.143, 0.108, 0.093, 0.086, 0.097, -0.058, -0.195, 0.060, -0.637, 0.111, 0.011, -0.005, 0.066, 0.095, 0.080, 0.129, 0.130, 0.082, 0.095, 0.088, -0.013, -0.139, 0.065, -0.628, 0.064, 0.022, 0.023, 0.102, 0.061, 0.045, 0.118, 0.109, 0.076, 0.050, 0.106, -0.097, -0.236, -0.173, -0.214, 0.193, 0.063, 0.071, 0.080, 0.117, 0.102, 0.096, 0.122, -0.047, -0.234, -0.190, -0.245, 0.148, 0.045, 0.034, 0.077, 0.059, 0.098, 0.101, 0.121, -0.067, -0.268, -0.221, -0.237, 0.155, 0.070, 0.066, 0.055, 0.063, 0.104, 0.082, 0.122, -0.082, -0.225, -0.181, -0.227, 0.193, 0.063, 0.045, 0.083, 0.103, 0.107, 0.086, 0.129], "largest_force_ev_per_a": 3.928, "de_lowest_kj_mol": 0.0, "smiles": "CCOC(=O)OC.CCOC(=O)OC.CCOC(=O)OC.CCOC(=O)OC.CCOC(=O)OC.CCOC(=O)OC.CCOC(=O)OC.CCCC#N.CCCC#N.CCCC#N.CCCC#N", "e_lumo_ha": 0.018, "gap_ev": 11.199, "charge": 0, "mol_weight_g_mol": 1005.16}